[1]
The following is a quantum chemistry calculation of a cluster of 4 separate species, C30H65F3N4O9S2 in total at a distorted geometry, from OMol25.

```
113
C30H65F3N4O9S2 | OMol25 | wB97M-V/def2-TZVPD
C 1.190 -0.261 -1.010
C 0.836 -0.551 0.457
N 0.379 0.643 1.162
C 1.457 1.635 1.327
C 1.072 3.005 0.774
C -0.258 0.307 2.392
S 0.426 -0.664 3.499
S -1.903 0.846 2.741
C -2.046 2.558 2.192
C -2.330 2.722 0.693
C -3.731 2.261 0.369
O -4.623 3.362 0.661
C -5.881 3.253 0.210
O -6.589 4.233 -0.006
O -6.272 1.966 0.030
C -7.632 1.733 0.398
C -7.956 0.298 -0.001
C -8.175 -0.601 1.175
F -8.472 -1.858 0.758
F -9.201 -0.184 1.952
F -7.075 -0.696 1.952
H 0.429 -0.632 -1.674
H 1.351 0.797 -1.161
H 2.102 -0.788 -1.243
H 0.056 -1.299 0.477
H 1.699 -1.017 0.931
H 2.333 1.305 0.781
H 1.756 1.736 2.365
H 0.309 3.432 1.400
H 1.927 3.663 0.723
H 0.684 2.837 -0.221
H -2.915 2.937 2.719
H -1.217 3.165 2.522
H -1.616 2.140 0.130
H -2.276 3.779 0.457
H -3.990 1.373 0.929
H -3.786 2.064 -0.695
H -8.282 2.401 -0.146
H -7.769 1.888 1.459
H -7.143 -0.089 -0.599
H -8.839 0.251 -0.622
C 4.876 -5.570 -4.626
O 4.263 -4.935 -5.732
C 3.154 -5.646 -6.269
C 1.867 -4.882 -6.045
N 1.504 -4.869 -4.634
C 0.401 -3.973 -4.303
C 0.619 -2.475 -4.493
O 1.575 -1.912 -3.614
C 2.919 -1.981 -4.056
H 5.772 -5.004 -4.379
H 4.219 -5.583 -3.749
H 5.167 -6.595 -4.871
H 3.089 -6.654 -5.851
H 3.321 -5.740 -7.346
H 1.065 -5.359 -6.614
H 2.012 -3.869 -6.444
H 2.313 -4.597 -4.091
H 0.160 -4.139 -3.250
H -0.478 -4.275 -4.880
H -0.328 -1.980 -4.256
H 0.851 -2.213 -5.532
H 2.995 -1.943 -5.145
H 3.417 -2.881 -3.685
H 3.447 -1.121 -3.640
C -1.889 4.809 -4.415
O -1.103 5.978 -4.538
C -1.804 7.183 -4.254
C -1.270 7.830 -2.995
N -1.620 7.045 -1.819
C -0.963 7.472 -0.588
C 0.554 7.333 -0.503
O 1.008 5.992 -0.501
C 1.205 5.421 -1.783
H -1.289 3.972 -4.768
H -2.175 4.619 -3.374
H -2.792 4.875 -5.029
H -2.880 7.008 -4.178
H -1.633 7.862 -5.095
H -1.701 8.831 -2.896
H -0.183 7.937 -3.114
H -1.380 6.077 -1.991
H -1.393 6.878 0.223
H -1.232 8.514 -0.391
H 0.862 7.753 0.458
H 1.075 7.914 -1.273
H 1.506 6.166 -2.523
H 0.301 4.906 -2.123
H 1.994 4.673 -1.701
C 5.481 -5.265 4.875
O 4.304 -6.035 5.022
C 4.104 -6.547 6.334
C 2.898 -5.907 6.986
N 3.152 -4.506 7.296
C 1.971 -3.760 7.724
C 0.844 -3.564 6.715
O 1.185 -2.737 5.619
C 1.812 -3.418 4.544
H 5.589 -5.031 3.818
H 5.426 -4.326 5.437
H 6.362 -5.827 5.200
H 4.997 -6.416 6.951
H 3.919 -7.621 6.236
H 2.668 -6.440 7.912
H 2.048 -6.030 6.300
H 3.537 -4.055 6.478
H 2.314 -2.769 8.029
H 1.561 -4.242 8.618
H 0.034 -3.045 7.234
H 0.425 -4.514 6.363
H 1.483 -4.457 4.464
H 2.901 -3.384 4.643
H 1.558 -2.907 3.621
```

Computed properties:
SMILES   CCN(CC)C(=S)SCCCOC(=O)OCCC(F)(F)F.COCCNCCOC.COCCNCCOC.COCCNCCOC
Gap between HOMO and LUMO   8.0979 eV

=====

[2]
The following is a quantum chemistry calculation of a structure of composition C10H10O2 at a distorted geometry, from OMol25.

```
22
C10H10O2 | OMol25 | wB97M-V/def2-TZVPD
C -0.356 2.227 -2.285
C -0.568 1.282 -0.977
C 0.746 1.581 -0.089
C 0.078 -0.169 1.005
C 0.583 -0.601 2.303
C 0.162 -1.960 2.483
C -0.280 -2.825 1.525
C -0.428 -2.372 0.238
C -0.229 -0.939 -0.058
C -0.474 -0.217 -1.253
H -0.992 3.276 -2.103
H -0.559 1.298 -3.302
H 1.070 2.537 -2.308
H -1.589 1.271 -0.516
H 0.557 2.758 0.096
H 1.758 1.263 -0.528
H 1.253 0.228 2.790
H 0.640 -2.380 3.268
H -0.481 -3.879 1.646
H -1.008 -2.675 -0.722
O 0.594 1.135 1.157
O -0.477 -0.839 -2.370
```

Computed properties:
Energy relative to the best compared isomer or geometry (same formula, charge and spin)   186.2 kcal per mole
Gap between HOMO and LUMO   8.9950 eV